*A*
Here is a 2-piece molecular cluster, C3H10NO overall from OMol25. Energies are from ωB97M-V with the def2-TZVPD basis set.

The charge is +1. The calculation puts the lowest unoccupied orbital energy at -4.763 eV.

Element x y z (Å)
1 C -0.19392 0.04493 -2.26210
2 O -0.87588 0.72487 -1.16567
3 H 0.37052 0.77320 -2.83860
4 H 0.41149 -0.78136 -1.89699
5 H -0.99280 -0.40792 -2.85197
6 H -1.51040 1.32559 -1.57727
7 C 1.25112 0.22995 0.96652
8 C -0.57664 -0.82152 2.20034
9 N -0.17048 -0.15984 1.19008
10 H 1.68956 0.61711 1.87965
11 H 1.25052 0.90523 0.12328
12 H 1.77114 -0.67207 0.63453
13 H 0.01670 -0.84836 3.10545
14 H -1.63253 -1.06004 2.11316
15 H -0.80840 0.13024 0.37958

Atom charges from the Mulliken analysis, given in e for atoms 1 to 6: number 1, C, carries -0.585; number 2, O, carries -0.596; number 3, H, carries 0.277; number 4, H, carries 0.279; number 5, H, carries 0.307; number 6, H, carries 0.319



*B*
Here is a 2-piece molecular cluster, C3H10NO overall from OMol25. Energies are from ωB97M-V with the def2-TZVPD basis set.

The charge is +1. The calculation puts the lowest unoccupied orbital energy at -3.394 eV.

Element x y z (Å)
1 C -1.04375 1.05471 1.22197
2 C -0.43950 -0.24199 0.86379
3 C -0.80792 -1.49156 1.03491
4 N 0.82997 -0.03148 0.11377
5 H -2.06395 0.93377 1.56809
6 H -1.05496 1.73997 0.38030
7 H -0.50308 1.52030 2.05588
8 H -0.25452 -2.32121 0.59834
9 H -1.68284 -1.75256 1.60424
10 H 1.38109 0.76007 0.44740
11 H 1.48729 -0.81120 0.13913
12 H 0.64150 0.12253 -0.89159
13 H 1.51303 0.77254 -3.44018
14 H 0.64152 -0.41814 -2.98883
15 O 1.35612 0.16424 -2.70723

Atom charges from the Mulliken analysis, given in e for atoms 1 to 6: number 1, C, carries -1.252; number 2, C, carries 0.819; number 3, C, carries -0.924; number 4, N, carries -0.306; number 5, H, carries 0.379; number 6, H, carries 0.362



Stability check: which of them is most stable? *B*.



*A*
Here is a 2-piece molecular cluster, C2H5NO2S overall from OMol25. Energies are from ωB97M-V with the def2-TZVPD basis set.

The calculation puts the lowest unoccupied orbital energy at 0.389 eV.

Element x y z (Å)
1 C -0.05571 0.40424 1.38305
2 C -0.41389 0.08015 -1.00845
3 N -0.82400 0.76095 0.19737
4 O -2.62111 0.85493 2.07995
5 O -2.06661 -1.31234 1.01983
6 S -1.70958 0.04762 1.33203
7 H 0.58658 -0.45131 1.27043
8 H 0.67769 1.60293 1.87936
9 H -1.31337 -0.10464 -1.65427
10 H 0.22759 0.77840 -1.78302
11 H 0.24516 -0.73296 -0.71516

Atom charges from the Mulliken analysis, given in e for atoms 1 to 6: number 1, C, carries -0.443; number 2, C, carries -0.653; number 3, N, carries -0.074; number 4, O, carries -0.579; number 5, O, carries -0.549; number 6, S, carries 0.902



*B*
Here is one molecule with the formula C2H5NO2S from OMol25. Energies are from ωB97M-V with the def2-TZVPD basis set.

Its SMILES is C/C=N/[SH](=O)=O. The calculation puts the lowest unoccupied orbital energy at -0.656 eV.

Element x y z (Å)
1 C 0.55782 -0.19511 0.19095
2 C 1.94187 0.08257 0.05714
3 N -0.49190 0.80792 -0.18043
4 O -3.06345 0.92044 0.43366
5 O -1.83647 -1.17145 0.33871
6 S -2.04152 0.13846 -0.16727
7 H 0.24733 -1.07143 0.65404
8 H 2.18682 1.13707 0.29918
9 H 2.28059 -0.38896 -0.93047
10 H 2.33660 -0.39764 0.95615
11 H -2.11770 0.13813 -1.65167

Atom charges from the Mulliken analysis, given in e for atoms 1 to 6: number 1, C, carries 0.001; number 2, C, carries -0.756; number 3, N, carries -0.450; number 4, O, carries -0.531; number 5, O, carries -0.575; number 6, S, carries 0.845



Stability check: which of them is most stable? *B*.



*A*
Here is one molecule with the formula C2H5NO2S from OMol25. Energies are from ωB97M-V with the def2-TZVPD basis set.

Its SMILES is COC(=S)NO. The calculation puts the lowest unoccupied orbital energy at 0.412 eV.

Element x y z (Å)
1 C -0.91873 -1.22369 0.17136
2 C 1.14316 0.01570 -0.05179
3 H -1.00292 -2.32130 0.28161
4 H -1.68647 -0.84230 -0.51276
5 H -0.98658 -0.74125 1.16247
6 H 1.07930 1.93322 0.48742
7 H -0.54840 1.64737 -1.17484
8 N 0.48366 1.15132 0.34447
9 O 0.38863 -1.03403 -0.39470
10 O -0.73561 1.46326 -0.24854
11 S 2.78397 -0.04828 -0.06470

Atom charges from the Mulliken analysis, given in e for atoms 1 to 6: number 1, C, carries -0.601; number 2, C, carries 0.418; number 3, H, carries 0.256; number 4, H, carries 0.252; number 5, H, carries 0.336; number 6, H, carries 0.270



*B*
Here is one molecule with the formula C2H5NO2S from OMol25. Energies are from ωB97M-V with the def2-TZVPD basis set.

Its SMILES is CN(O)C(=O)S. The calculation puts the lowest unoccupied orbital energy at 0.607 eV.

Element x y z (Å)
1 C 0.86078 -0.88990 0.60617
2 C -0.67242 0.69854 -0.18227
3 N 0.03481 -0.44562 -0.47964
4 O 0.46990 -0.68062 -1.80344
5 O -1.08689 1.37637 -1.08104
6 S -1.04581 1.02854 1.58945
7 H 1.42844 -1.75823 0.21024
8 H 1.59334 -0.03408 0.84236
9 H 0.39958 -1.04578 1.55763
10 H 0.13355 0.05277 -2.40648
11 H -2.11528 1.69800 1.14702

Atom charges from the Mulliken analysis, given in e for atoms 1 to 6: number 1, C, carries -1.008; number 2, C, carries 0.621; number 3, N, carries 0.110; number 4, O, carries -0.421; number 5, O, carries -0.578; number 6, S, carries -0.240



Stability check: which of them is most stable? *B*.



*A*
Here is a 2-piece molecular cluster, C2H4OS3 overall from OMol25. Energies are from ωB97M-V with the def2-TZVPD basis set.

The calculation puts the lowest unoccupied orbital energy (spin up / spin down) at -1.637 / -1.641 eV.

Element x y z (Å)
1 C 1.55666 -0.31231 -0.30246
2 C 0.14025 -0.65590 -0.59358
3 O 0.68366 2.14516 -0.43088
4 S 3.11218 -0.26925 -0.93981
5 S 2.51832 -0.04414 1.09385
6 S -0.35899 -2.34867 -0.12045
7 H 0.20605 -0.44287 -1.63858
8 H -0.46822 0.12507 -0.04400
9 H 0.68064 2.53774 -1.22219
10 H -0.09140 -2.00903 1.19592

Atom charges from the Mulliken analysis, given in e for atoms 1 to 6: number 1, C, carries 0.379; number 2, C, carries -0.367; number 3, O, carries -0.757; number 4, S, carries -0.111; number 5, S, carries -0.047; number 6, S, carries -0.147



*B*
Here is C2H4OS3 as an isolated structure from OMol25. Energies are from ωB97M-V with the def2-TZVPD basis set.

The calculation puts the lowest unoccupied orbital energy at -1.358 eV.

Element x y z (Å)
1 C 0.89742 0.39342 -0.43469
2 C -0.35593 0.44506 0.27176
3 O 4.00706 -1.58745 -0.81875
4 S 2.27711 1.22493 -0.09230
5 S 5.57279 0.16846 0.88569
6 S 4.53347 -0.23632 -0.74438
7 H 0.91970 -0.42110 -1.27126
8 H -0.24351 -0.43984 0.99242
9 H -1.13882 0.21910 -0.54844
10 H -0.53499 1.37699 0.80693

Atom charges from the Mulliken analysis, given in e for atoms 1 to 6: number 1, C, carries 0.038; number 2, C, carries -0.730; number 3, O, carries -0.396; number 4, S, carries -0.221; number 5, S, carries -0.203; number 6, S, carries 0.425



*C*
Here is a 2-piece molecular cluster, C2H4OS3 overall from OMol25. Energies are from ωB97M-V with the def2-TZVPD basis set.

The calculation puts the lowest unoccupied orbital energy (spin up / spin down) at -2.263 / -1.606 eV.

Element x y z (Å)
1 C 0.38131 -0.39038 1.11890
2 C -1.65920 1.18302 -0.23785
3 O 2.19077 0.65106 -0.41227
4 S 0.08874 -1.45531 2.23652
5 S 0.22968 -1.42058 -1.58149
6 S 1.39874 -0.55851 -0.29854
7 H -1.61689 0.91684 0.77162
8 H -2.47172 0.75846 -0.68369
9 H -0.99242 1.91181 -0.78826
10 H 2.45099 -1.59642 -0.12494

Atom charges from the Mulliken analysis, given in e for atoms 1 to 6: number 1, C, carries 0.055; number 2, C, carries -0.955; number 3, O, carries -0.550; number 4, S, carries -0.082; number 5, S, carries -0.232; number 6, S, carries 0.526



Stability check: which of them is most stable? *B*.